# C42H84N2O12S

12 unconnected molecules or ions with the total composition C42H84N2O12S at a distorted geometry (ωB97M-V with the def2-TZVPD basis set, OMol25).

Structure (ORCA input):
```
! RIJCOSX wB97M-V def2-TZVPD def2/J DEFGRID3
* xyz 0 1
N 4.130 -0.833 0.600
C 3.199 -0.071 -0.274
C 3.350 1.409 0.022
C 2.383 2.306 -0.792
C 1.339 3.041 0.079
C -0.116 2.601 -0.100
C -0.298 1.091 0.119
C -0.308 0.340 -1.225
C -1.683 -0.357 -1.326
O -1.924 -1.318 -1.956
N -2.520 0.399 -0.463
C -1.634 0.592 0.703
S -2.406 1.469 2.072
H 4.213 -0.341 1.480
H 3.725 -1.736 0.806
H 2.198 -0.409 -0.010
H 3.457 -0.318 -1.300
H 3.231 1.562 1.092
H 4.371 1.685 -0.229
H 1.954 1.752 -1.622
H 3.010 3.075 -1.236
H 1.380 4.094 -0.196
H 1.609 2.992 1.132
H -0.445 2.894 -1.095
H -0.754 3.154 0.585
H 0.487 0.777 0.799
H 0.478 -0.408 -1.306
H -0.193 0.972 -2.096
H -3.236 -0.264 -0.159
H -1.384 -0.440 0.975
H -1.462 1.305 3.017
C -4.569 -2.386 -5.911
C -3.407 -3.349 -5.834
C -2.751 -3.515 -4.487
O -3.024 -3.955 -6.809
H -4.949 -2.358 -6.930
H -5.369 -2.711 -5.244
H -4.242 -1.383 -5.627
H -3.478 -3.886 -3.762
H -2.350 -2.560 -4.145
H -1.936 -4.231 -4.566
C -4.630 5.740 1.560
C -3.752 5.267 0.424
C -4.416 5.041 -0.912
O -2.566 5.081 0.585
H -4.027 5.862 2.458
H -5.084 6.699 1.306
H -5.412 5.005 1.757
H -4.858 5.975 -1.266
H -5.190 4.277 -0.820
H -3.680 4.703 -1.632
C 4.278 -4.892 3.773
C 3.512 -4.023 2.809
C 2.234 -4.580 2.234
O 3.900 -2.914 2.501
H 5.169 -4.369 4.105
H 3.663 -5.119 4.641
H 4.575 -5.819 3.280
H 1.525 -4.795 3.031
H 2.443 -5.494 1.676
H 1.790 -3.850 1.560
C -2.734 -4.733 3.108
C -1.802 -5.095 1.975
C -2.400 -5.206 0.599
O -0.620 -5.287 2.171
H -2.174 -4.688 4.040
H -3.188 -3.759 2.920
H -3.516 -5.488 3.201
H -2.842 -4.249 0.306
H -3.163 -5.983 0.586
H -1.626 -5.465 -0.108
C -3.010 3.139 -5.493
C -3.130 2.721 -4.048
C -2.405 1.469 -3.631
O -3.777 3.365 -3.252
H -3.577 4.055 -5.654
H -1.963 3.322 -5.741
H -3.408 2.358 -6.143
H -1.334 1.582 -3.784
H -2.779 0.617 -4.204
H -2.586 1.298 -2.581
C 0.194 5.491 2.989
C 1.640 5.901 2.845
C 1.936 7.381 2.834
O 2.521 5.076 2.740
H 0.122 4.405 2.980
H -0.208 5.864 3.933
H -0.395 5.887 2.160
H 1.608 7.834 3.771
H 1.424 7.859 1.998
H 3.007 7.537 2.724
C 3.031 1.123 -5.050
C 1.855 2.064 -4.978
C 1.803 3.180 -5.992
O 0.991 1.929 -4.141
H 2.943 0.373 -4.267
H 3.049 0.622 -6.019
H 3.961 1.676 -4.907
H 1.769 2.766 -7.001
H 2.681 3.819 -5.889
H 0.910 3.779 -5.826
C 3.511 -3.448 7.546
C 4.700 -4.378 7.614
C 5.312 -4.610 8.974
O 5.140 -4.912 6.622
H 3.171 -3.368 6.516
H 2.697 -3.837 8.160
H 3.794 -2.455 7.902
H 4.572 -5.048 9.647
H 5.669 -3.666 9.389
H 6.152 -5.294 8.880
C 6.938 8.402 0.399
C 5.496 7.952 0.391
C 5.223 6.521 0.786
O 4.601 8.706 0.084
H 6.992 9.447 0.097
H 7.356 8.301 1.402
H 7.521 7.801 -0.301
H 5.566 6.343 1.806
H 5.732 5.841 0.101
H 4.153 6.331 0.739
C 0.794 -8.047 -0.268
C -0.669 -8.412 -0.312
C -1.030 -9.844 -0.005
O -1.516 -7.589 -0.581
H 0.911 -6.991 -0.506
H 1.193 -8.230 0.730
H 1.348 -8.638 -0.999
H -0.705 -10.103 1.004
H -0.553 -10.512 -0.725
H -2.109 -9.968 -0.071
C -7.505 -0.609 -1.095
C -6.702 -1.839 -1.446
C -5.216 -1.783 -1.185
O -7.223 -2.823 -1.916
H -8.552 -0.782 -1.332
H -7.414 -0.395 -0.029
H -7.148 0.247 -1.670
H -5.031 -1.620 -0.120
H -4.765 -0.978 -1.768
H -4.759 -2.726 -1.480
*
```

LUMO	0.0091	Ha
SMILES string	NCCCCC[C@@H]1CC(=O)N[C@@H]1S.CC(C)=O.CC(C)=O.CC(C)=O.CC(C)=O.CC(C)=O.CC(C)=O.CC(C)=O.CC(C)=O.CC(C)=O.CC(C)=O.CC(C)=O

Löwdin atomic charge list, values in e, 99 entries:
1 N -0.007
2 C -0.285
3 C -0.197
4 C -0.172
5 C -0.183
6 C -0.164
7 C -0.281
8 C -0.048
9 C -0.510
10 O 0.124
11 N 0.064
12 C -0.653
13 S 0.785
14 H 0.051
15 H 0.020
16 H 0.083
17 H 0.104
18 H 0.104
19 H 0.106
20 H 0.081
21 H 0.097
22 H 0.106
23 H 0.094
24 H 0.118
25 H 0.065
26 H 0.132
27 H 0.115
28 H 0.083
29 H 0.095
30 H 0.114
31 H -0.127
32 C -0.020
33 C -0.502
34 C -0.019
35 O 0.064
36 H 0.080
37 H 0.084
38 H 0.070
39 H 0.084
40 H 0.064
41 H 0.083
42 C -0.024
43 C -0.492
44 C -0.023
45 O 0.047
46 H 0.077
47 H 0.083
48 H 0.083
49 H 0.090
50 H 0.089
51 H 0.049
52 C -0.028
53 C -0.474
54 C -0.029
55 O 0.046
56 H 0.076
57 H 0.068
58 H 0.090
59 H 0.069
60 H 0.083
61 H 0.079
62 C -0.020
63 C -0.478
64 C -0.026
65 O 0.050
66 H 0.079
67 H 0.081
68 H 0.086
69 H 0.080
70 H 0.089
71 H 0.060
72 C -0.011
73 C -0.462
74 C -0.004
75 O 0.055
76 H 0.082
77 H 0.076
78 H 0.085
79 H 0.065
80 H 0.091
81 H 0.050
82 C -0.017
83 C -0.498
84 C -0.017
85 O 0.053
86 H 0.074
87 H 0.085
88 H 0.079
89 H 0.085
90 H 0.092
91 H 0.068
92 C -0.013
93 C -0.485
94 C -0.016
95 O 0.051
96 H 0.079
97 H 0.088
98 H 0.089
99 H 0.088



# C17H26N6O2RuS

A molecular structure, C17H26N6O2RuS at a distorted geometry (ωB97M-V with the def2-TZVPD basis set, OMol25).

Structure (ORCA input):
```
! RIJCOSX wB97M-V def2-TZVPD def2/J DEFGRID3
* xyz 4 1
Ru -0.023 0.316 0.161
C -5.150 1.234 0.286
O -3.996 0.602 -0.387
C -2.803 0.705 0.029
O -1.883 0.078 -0.580
N -2.468 1.471 1.097
N -1.114 1.409 1.524
H -6.003 0.942 -0.316
H -5.026 2.315 0.270
H -5.240 0.824 1.291
H -3.146 1.897 1.719
H -1.071 0.957 2.443
H -0.756 2.359 1.637
C 3.617 1.299 2.316
C 3.822 0.162 3.087
C 2.917 -0.887 2.998
C 1.839 -0.785 2.140
N 1.649 0.323 1.381
C 2.521 1.347 1.483
C 0.811 -1.825 1.968
C 0.856 -3.078 2.541
C -0.143 -4.002 2.250
C -1.159 -3.647 1.377
C -1.162 -2.378 0.832
N -0.205 -1.477 1.135
H 4.297 2.139 2.355
H 4.672 0.092 3.754
H 3.057 -1.771 3.603
H 2.330 2.209 0.860
H 1.669 -3.353 3.197
H -0.114 -4.990 2.693
H -1.945 -4.339 1.108
H -1.927 -2.072 0.134
C 0.051 3.634 -4.726
N 1.019 3.086 -3.781
C 2.126 2.312 -4.324
C 0.815 3.235 -2.390
S 0.770 1.673 -1.644
N 0.648 4.418 -1.892
C 0.989 5.670 -2.619
C 0.191 4.625 -0.513
H -0.191 2.851 -5.450
H 0.518 4.454 -5.285
H -0.842 3.981 -4.215
H 2.516 2.857 -5.189
H 1.745 1.352 -4.696
H 2.903 2.158 -3.583
H 1.667 5.462 -3.440
H 1.493 6.324 -1.908
H 0.079 6.154 -2.972
H -0.430 3.786 -0.211
H -0.403 5.538 -0.490
H 1.051 4.749 0.145
*
```

LUMO (alpha / beta)	-0.6058 / -0.6072	Ha

Formally, the natural (NBO) partial charges of the atoms, in units of the elementary charge, are as follows:
1 Ru 0.993
2 C -0.279
3 O -0.389
4 C 0.928
5 O -0.602
6 N -0.475
7 N -0.497
8 H 0.278
9 H 0.216
10 H 0.221
11 H 0.457
12 H 0.433
13 H 0.427
14 C -0.198
15 C -0.055
16 C -0.175
17 C 0.177
18 N -0.461
19 C 0.062
20 C 0.153
21 C -0.168
22 C -0.052
23 C -0.193
24 C 0.069
25 N -0.448
26 H 0.282
27 H 0.285
28 H 0.271
29 H 0.206
30 H 0.269
31 H 0.286
32 H 0.288
33 H 0.247
34 C -0.437
35 N -0.231
36 C -0.444
37 C 0.321
38 S 0.290
39 N -0.278
40 C -0.425
41 C -0.422
42 H 0.276
43 H 0.273
44 H 0.238
45 H 0.288
46 H 0.264
47 H 0.242
48 H 0.247
49 H 0.267
50 H 0.264
51 H 0.189
52 H 0.275
53 H 0.249



# C5H8N

A gas-phase ion, C5H8N (charge +1) at a distorted geometry (ωB97M-V with the def2-TZVPD basis set, OMol25).

Structure (ORCA input):
```
! RIJCOSX wB97M-V def2-TZVPD def2/J DEFGRID3
* xyz 1 3
C 0.606 1.031 0.315
C 1.661 0.366 0.003
C -1.901 0.388 0.261
C -0.598 0.518 -0.345
C 2.759 -0.198 -0.319
N -1.100 -0.778 -0.081
H 0.481 1.758 1.123
H -1.847 0.656 1.257
H -2.869 0.580 -0.259
H -0.640 0.816 -1.367
H 3.360 0.280 -1.070
H -0.856 -1.435 0.727
H 3.209 -1.001 0.167
H -1.566 -1.318 -0.848
*
```

LUMO (alpha / beta)	-0.1277 / -0.2573	Ha
relative energy (zero: lowest compared OMol25 entry of this formula, charge and spin)	4.841	eV

Formally, the natural (NBO) partial charges of the atoms, in units of the elementary charge, are as follows:
1 C -0.098
2 C 0.008
3 C -0.216
4 C -0.126
5 C -0.399
6 N -0.531
7 H 0.234
8 H 0.235
9 H 0.260
10 H 0.258
11 H 0.227
12 H 0.470
13 H 0.226
14 H 0.453



# C4H8N2O

C4H8N2O in the gas phase (ωB97M-V with the def2-TZVPD basis set, OMol25).

Structure (ORCA input):
```
! RIJCOSX wB97M-V def2-TZVPD def2/J DEFGRID3
* xyz 0 1
N -0.888 -1.112 -1.875
C -1.487 -0.093 -1.218
O -2.554 0.407 -1.530
C -0.731 0.386 0.021
N 0.603 -0.194 0.118
C 1.234 -0.277 1.419
C 1.725 0.682 0.399
H -1.317 -1.480 -2.708
H 0.022 -1.418 -1.565
H -0.721 1.483 -0.012
H -1.341 0.096 0.885
H 0.695 0.134 2.272
H 1.776 -1.200 1.618
H 1.512 1.737 0.568
H 2.637 0.483 -0.159
*
```

LUMO	0.0361	Ha
relative energy (zero: lowest compared OMol25 entry of this formula, charge and spin)	1.674	eV
SMILES string	NC(=O)CN1CC1

Formally, the natural (NBO) partial charges of the atoms, in units of the elementary charge, are as follows:
1 N -0.826
2 C 0.664
3 O -0.625
4 C -0.326
5 N -0.438
6 C -0.248
7 C -0.246
8 H 0.403
9 H 0.421
10 H 0.212
11 H 0.220
12 H 0.192
13 H 0.203
14 H 0.192
15 H 0.202



# C31H32AsNSSeSiW

A molecular structure, C31H32AsNSSeSiW at a distorted geometry (ωB97M-V with the def2-TZVPD basis set, OMol25).

Structure (ORCA input):
```
! RIJCOSX wB97M-V def2-TZVPD def2/J DEFGRID3
* xyz 2 3
W 0.072 0.196 0.926
C -0.307 2.164 -1.794
C -0.265 2.927 -0.507
C -0.494 4.321 -0.577
C -0.427 5.089 0.542
C -0.067 4.496 1.775
C 0.108 5.255 2.955
C 0.511 4.642 4.107
C 0.754 3.255 4.121
C 0.577 2.495 2.991
S 0.904 0.765 3.015
C 0.156 3.112 1.797
N -0.019 2.331 0.658
H 0.187 2.756 -2.565
H -1.339 2.011 -2.118
H 0.188 1.199 -1.732
H -0.719 4.751 -1.543
H -0.618 6.154 0.498
H -0.068 6.322 2.920
H 0.658 5.215 5.012
H 1.092 2.783 5.035
C 4.282 1.638 -0.578
Si 4.300 -0.141 -0.087
C 4.703 -0.489 1.677
C 4.917 -1.346 -1.331
Se 1.941 -0.713 -0.085
H 5.292 2.055 -0.597
H 3.693 2.215 0.136
H 3.859 1.751 -1.578
H 5.766 -0.330 1.878
H 4.470 -1.525 1.927
H 4.132 0.174 2.330
H 6.008 -1.300 -1.393
H 4.519 -1.120 -2.322
H 4.647 -2.366 -1.055
C -6.749 0.969 -0.758
C -6.354 -0.317 -1.088
C -5.028 -0.708 -0.942
C -4.110 0.206 -0.441
C -4.489 1.517 -0.159
C -5.815 1.891 -0.304
As -2.277 -0.327 -0.208
C -2.145 -0.366 1.784
C -2.512 0.767 2.521
C -2.451 0.746 3.907
C -1.989 -0.385 4.568
C -1.559 -1.492 3.849
C -1.613 -1.477 2.462
C -2.164 -2.204 -0.591
C -1.204 -2.637 -1.499
C -1.074 -3.993 -1.774
C -1.897 -4.908 -1.141
C -2.859 -4.477 -0.230
C -2.996 -3.129 0.047
H -7.784 1.262 -0.875
H -7.074 -1.026 -1.473
H -4.737 -1.707 -1.231
H -3.763 2.261 0.149
H -6.117 2.904 -0.078
H -2.902 1.644 2.019
H -2.769 1.614 4.470
H -1.961 -0.401 5.650
H -1.181 -2.366 4.360
H -1.335 -2.366 1.908
H -0.563 -1.926 -2.007
H -0.332 -4.331 -2.485
H -1.795 -5.964 -1.353
H -3.503 -5.195 0.260
H -3.741 -2.805 0.763
*
```

LUMO (alpha / beta)	-0.2589 / -0.2505	Ha
relative energy (zero: lowest compared OMol25 entry of this formula, charge and spin)	0.634	eV

Formally, the natural (NBO) partial charges of the atoms, in units of the elementary charge, are as follows:
1 W 0.821
2 C -0.664
3 C 0.298
4 C -0.259
5 C -0.059
6 C -0.111
7 C -0.148
8 C -0.180
9 C -0.167
10 C -0.216
11 S 0.079
12 C 0.208
13 N -0.541
14 H 0.262
15 H 0.252
16 H 0.236
17 H 0.249
18 H 0.247
19 H 0.240
20 H 0.248
21 H 0.244
22 C -1.157
23 Si 1.662
24 C -1.160
25 C -1.162
26 Se -0.263
27 H 0.277
28 H 0.249
29 H 0.258
30 H 0.277
31 H 0.264
32 H 0.257
33 H 0.277
34 H 0.264
35 H 0.266
36 C -0.168
37 C -0.183
38 C -0.229
39 C -0.226
40 C -0.257
41 C -0.178
42 As 1.015
43 C -0.440
44 C -0.201
45 C -0.174
46 C -0.140
47 C -0.200
48 C -0.169
49 C -0.413
50 C -0.196
51 C -0.196
52 C -0.155
53 C -0.212
54 C -0.154
55 H 0.241
56 H 0.240
57 H 0.235
58 H 0.208
59 H 0.235
60 H 0.234
61 H 0.243
62 H 0.246
63 H 0.247
64 H 0.242
65 H 0.222
66 H 0.238
67 H 0.241
68 H 0.240
69 H 0.219



# C5H12BNS

A molecular structure, C5H12BNS at a distorted geometry (ωB97M-V with the def2-TZVPD basis set, OMol25).

Structure (ORCA input):
```
! RIJCOSX wB97M-V def2-TZVPD def2/J DEFGRID3
* xyz 0 1
B 0.208 -0.166 0.260
C 1.091 1.182 0.504
C 2.337 0.867 -0.245
C 2.645 -0.549 0.071
C -2.088 -1.545 0.004
C -2.496 0.772 -0.316
N -1.825 -0.237 0.408
S 1.204 -1.546 -0.201
H 0.518 2.173 0.673
H 1.303 1.008 1.574
H 2.007 0.977 -1.352
H 3.183 1.494 -0.143
H 3.538 -0.879 -0.532
H 2.979 -0.727 1.176
H -1.824 -2.214 0.758
H -3.194 -1.831 -0.150
H -1.495 -1.873 -0.942
H -3.578 0.748 -0.005
H -1.934 1.746 -0.159
H -2.578 0.600 -1.382
*
```

LUMO	0.0210	Ha
relative energy (zero: lowest compared OMol25 entry of this formula, charge and spin)	4.232	eV

Formally, the natural (NBO) partial charges of the atoms, in units of the elementary charge, are as follows:
1 B 0.647
2 C -0.813
3 C -0.409
4 C -0.538
5 C -0.417
6 C -0.411
7 N -0.587
8 S 0.086
9 H 0.264
10 H 0.236
11 H 0.202
12 H 0.224
13 H 0.239
14 H 0.218
15 H 0.193
16 H 0.184
17 H 0.144
18 H 0.187
19 H 0.196
20 H 0.154



| no. | electronic energy (hartree) |
| --- | --- |
| 1 | -3061.2601 |
| 2 | -1633.8804 |
| 3 | -249.5182 |
| 4 | -341.9421 |
| 5 | -6646.7466 |
| 6 | -675.4207 |